1.
This record from the OMol25 dataset describes C25H24FN4O6RuS3Te as an isolated structure. The level of theory is ωB97M-V/def2-TZVPD.

Computed properties:
* energy: -89660.942 eV
* multiplicity: 2
* total charge: -2
* HOMO (spin up / spin down): 0.015 / -0.004 Eh

```
65
Properties=species:S:1:pos:R:3:forces:R:3:lowdin_charge:R:1
Ru -0.26108 -0.82112 -0.27495 0.146 0.366 0.071 0.444
O -1.36425 4.79226 -0.80068 -0.230 -0.610 -0.035 0.011
C -0.22506 4.83457 -0.09690 0.139 -0.017 0.150 -0.290
C 0.34514 6.09058 0.15098 -0.071 -0.183 -0.036 -0.045
C 1.51385 6.20111 0.88192 0.091 0.041 0.047 -0.130
C 2.14501 5.06792 1.38411 -0.114 -0.031 -0.054 -0.121
C 1.58144 3.82476 1.13339 0.166 0.035 0.030 -0.038
C 0.41210 3.67823 0.40155 -0.176 -0.210 -0.126 -0.063
C -0.09236 2.26189 0.17369 -0.270 0.519 -0.037 -0.467
O 0.58612 1.30839 0.58295 -0.134 -0.234 -0.196 -0.137
N -1.28673 2.21145 -0.44159 0.362 -0.275 0.081 -0.021
N -1.66445 0.90522 -0.72531 -0.132 0.127 -0.077 -0.160
C -2.91159 0.75900 -0.90850 -0.280 -0.012 0.053 -0.916
S -3.64032 -0.73764 -1.48414 0.307 -0.030 -0.129 0.888
C -5.08497 -0.50726 -0.44774 -0.156 0.108 0.150 -0.553
C -5.55440 0.94315 -0.57420 0.014 -0.174 0.001 -0.560
S -4.10656 2.04172 -0.54769 0.104 0.020 0.058 0.865
H -1.63169 3.80415 -0.83356 0.219 0.406 0.016 0.065
H -0.15779 6.96298 -0.24783 -0.003 0.011 0.003 0.100
H 1.94059 7.18277 1.06070 -0.014 0.006 -0.003 0.084
H 3.06076 5.15020 1.95583 0.010 0.011 0.000 0.082
H 2.04614 2.91168 1.48616 -0.015 0.017 0.011 0.111
H -4.79657 -0.73316 0.58147 -0.067 0.037 -0.010 0.076
H -5.85068 -1.21618 -0.76407 -0.018 0.025 0.025 0.068
H -6.18522 1.20828 0.27579 -0.041 0.035 -0.019 0.058
H -6.12015 1.09458 -1.49434 0.041 -0.048 -0.029 0.057
C 1.69747 -7.81215 0.17975 0.051 -0.014 0.002 -0.065
C 1.94693 -6.32632 0.19743 -0.015 0.013 0.019 -0.295
C 2.63427 -5.69741 -0.82841 0.042 -0.015 0.025 -0.033
C 2.84982 -4.31836 -0.84087 0.054 -0.048 -0.053 -0.311
C 3.62279 -3.73010 -1.98839 -0.031 0.033 -0.007 -0.117
C 2.34412 -3.53166 0.19854 -0.165 -0.032 0.052 -0.466
Te 2.42527 -1.39618 0.17804 0.351 -0.130 -0.010 0.860
C 1.66691 -4.15720 1.25918 -0.037 -0.011 0.038 -0.325
C 1.11315 -3.37182 2.41921 0.020 -0.031 -0.002 -0.109
C 1.48172 -5.53733 1.24310 0.038 0.032 -0.013 -0.052
H 2.48422 -8.33816 -0.36465 0.001 0.010 -0.007 0.067
H 0.75020 -8.05277 -0.30720 -0.056 0.016 -0.032 0.065
H 1.65985 -8.21801 1.19282 -0.007 0.010 0.003 0.067
H 3.03003 -6.29417 -1.64578 -0.011 -0.008 -0.013 0.106
H 4.21585 -4.50671 -2.47646 -0.007 0.016 -0.058 0.062
H 4.28243 -2.92763 -1.65319 -0.007 -0.025 0.050 0.043
H 2.94627 -3.27428 -2.71388 -0.019 0.005 0.003 0.044
H 0.32222 -2.68986 2.09088 0.057 0.005 0.004 0.041
H 1.87813 -2.74725 2.88460 0.004 -0.007 -0.007 0.059
H 0.72434 -4.05126 3.18167 -0.053 0.006 0.004 0.068
H 0.96289 -6.00744 2.07503 -0.015 -0.008 0.004 0.104
F -1.43766 -7.19665 -2.07086 0.011 0.084 0.145 0.070
C -2.38450 -6.47224 -1.44687 -0.495 -0.122 -0.250 -0.181
C -2.09203 -5.58299 -0.49373 0.290 0.184 0.147 0.058
N -3.05536 -4.84768 0.15837 -0.105 0.013 0.051 0.022
C -2.66187 -3.88067 1.19112 0.062 -0.119 -0.078 -0.021
C -1.78360 -2.75050 0.63522 -0.125 -0.356 -0.015 -0.737
O -1.78298 -1.67798 1.27697 0.141 0.201 -0.134 -0.101
O -1.09452 -3.01013 -0.37490 -0.131 0.301 0.010 -0.098
C -4.38103 -4.94198 -0.18292 0.207 -0.199 -0.104 -0.467
O -5.28325 -4.31980 0.34237 -0.106 0.052 -0.012 0.059
N -4.63770 -5.86230 -1.19280 -0.271 0.071 0.029 0.206
C -3.75871 -6.68661 -1.87547 0.440 -0.190 -0.056 -0.414
O -4.14212 -7.48609 -2.71251 -0.046 0.178 0.124 0.058
H -1.06991 -5.38130 -0.20043 0.023 0.008 0.021 0.140
H -2.09349 -4.41600 1.95654 0.008 0.045 0.028 0.130
H -3.56762 -3.48415 1.63696 0.024 0.016 -0.034 0.118
H -5.61094 -5.94548 -1.44831 0.040 0.010 0.016 0.159
S 1.42188 -0.87448 -1.92415 -0.042 0.065 0.166 -0.220
```
Positions in Å, forces in eV/Å.

***

2.
This record from the OMol25 dataset describes one molecule with the formula C25H24N2O6. The level of theory is ωB97M-V/def2-TZVPD.

Computed properties:
* energy: -41577.985 eV
* HOMO: -0.302 Eh

```
57
Properties=species:S:1:pos:R:3:forces:R:3:lowdin_charge:R:1
C 6.97269 2.63457 -0.71810 0.123 0.063 -0.197 -0.088
O 6.20922 2.22984 0.39245 -0.214 -0.135 0.246 -0.080
C 5.28499 1.24813 0.22862 -0.136 -0.140 -0.005 -0.274
C 5.00994 0.60294 -0.97346 0.350 0.371 0.007 -0.019
C 4.04604 -0.38796 -1.01820 -0.330 -0.219 0.330 -0.035
C 3.34027 -0.76021 0.12270 0.485 0.466 -0.015 -0.227
C 2.32373 -1.79103 0.03712 -0.508 -0.835 -0.496 -0.116
N 1.68893 -2.14467 1.07583 0.525 0.528 0.510 0.081
O 0.70688 -3.08004 1.05252 -0.326 -0.497 -0.014 -0.122
C 0.37334 -3.74029 -0.15475 0.370 -0.097 -0.207 -0.094
C -0.24744 -2.88849 -1.26864 0.173 -0.132 0.351 -0.453
O -0.03963 -3.16521 -2.43552 0.082 -0.114 -0.161 0.069
N -1.03135 -1.85264 -0.90495 -0.195 0.093 -0.142 0.029
C -1.63356 -1.07253 -1.99806 -0.032 -0.029 -0.381 -0.073
C -2.63922 -0.08984 -1.48093 0.054 0.158 -0.233 -0.225
C -3.84758 -0.53312 -0.94865 -0.071 0.212 -0.074 -0.029
C -4.74263 0.35347 -0.39496 -0.066 0.108 0.059 0.014
C -4.45636 1.72012 -0.36031 0.129 -0.107 -0.066 -0.272
O -5.39461 2.50837 0.22784 -0.034 -0.311 -0.038 -0.082
C -5.14856 3.89146 0.32036 0.039 0.205 0.008 -0.088
C -3.26910 2.17418 -0.92173 -0.271 0.302 0.165 -0.003
C -2.37670 1.27032 -1.47281 -0.089 -0.291 -0.129 -0.036
C -1.38206 -1.54048 0.42855 -0.091 0.039 0.655 -0.186
C -2.21074 -2.42068 1.11667 0.081 0.143 -0.034 -0.017
C -2.64084 -2.14012 2.39865 0.029 -0.012 -0.007 -0.050
C -2.26257 -0.95648 3.01169 -0.036 -0.055 0.028 -0.056
C -1.44427 -0.07449 2.33886 0.095 0.087 -0.193 0.013
C -0.98701 -0.34931 1.04996 -0.181 -0.430 0.115 -0.064
C -0.07145 0.65487 0.46341 0.309 0.598 0.077 -0.481
O 0.12876 1.74116 0.94936 -0.027 -0.038 0.045 0.112
O 0.56154 0.26678 -0.65268 0.016 -0.175 -0.454 0.095
C 3.61807 -0.10250 1.32606 0.035 -0.019 -0.195 -0.014
C 4.57227 0.88399 1.37719 0.156 0.110 -0.095 0.011
H 7.64374 3.40789 -0.34797 -0.031 -0.051 -0.073 0.093
H 7.56391 1.80694 -1.12291 -0.036 0.027 0.009 0.096
H 6.34213 3.05289 -1.50936 0.020 -0.033 0.027 0.095
H 5.53911 0.86070 -1.87752 0.062 0.047 -0.049 0.102
H 3.84024 -0.88147 -1.95770 -0.026 -0.070 -0.096 0.117
H 2.14692 -2.19944 -0.95972 -0.083 -0.097 0.069 0.128
H 1.24397 -4.25481 -0.58296 -0.159 0.123 -0.006 0.135
H -0.35172 -4.49652 0.15751 0.084 0.059 -0.077 0.136
H -0.83431 -0.56704 -2.54698 -0.136 -0.075 0.009 0.126
H -2.10054 -1.79431 -2.67832 0.083 0.152 0.044 0.137
H -4.08551 -1.58631 -0.96808 -0.028 -0.125 0.018 0.121
H -5.67668 0.01535 0.02448 -0.125 -0.047 0.059 0.119
H -5.07144 4.35300 -0.66928 0.016 -0.019 0.036 0.095
H -6.00675 4.30847 0.84473 0.081 0.019 -0.041 0.093
H -4.23840 4.09911 0.89140 -0.019 -0.006 -0.031 0.097
H -3.02053 3.22314 -0.92989 -0.010 0.112 0.025 0.106
H -1.46145 1.64250 -1.90889 0.127 0.008 -0.003 0.118
H -2.52289 -3.33164 0.62731 -0.044 -0.064 -0.092 0.126
H -3.28155 -2.83988 2.91378 -0.057 -0.066 0.048 0.108
H -2.60342 -0.72708 4.00934 -0.023 0.032 0.088 0.106
H -1.12690 0.85110 2.79447 0.011 0.061 0.032 0.123
H 1.19094 0.95472 -0.92151 -0.128 0.094 0.285 0.145
H 3.06472 -0.38684 2.20625 -0.037 0.012 0.140 0.115
H 4.79547 1.39941 2.29770 0.014 0.059 0.121 0.120
```
Positions in Å, forces in eV/Å.

***

3.
This record from the OMol25 dataset describes C25H24N3O6PPdS as an isolated structure. The level of theory is ωB97M-V/def2-TZVPD.

Computed properties:
* energy: -66657.810 eV
* total charge: +2
* HOMO (spin up / spin down): -0.544 / -0.544 Eh

```
61
Properties=species:S:1:pos:R:3:forces:R:3:lowdin_charge:R:1
Pd 0.41846 0.49754 0.19828 1.883 -0.185 0.363 0.972
N 1.98143 -0.04424 -1.11648 -0.443 0.321 0.804 0.051
C 2.79685 -1.16749 -0.69544 0.063 -0.092 -0.048 -0.260
C 4.16327 -0.97030 -0.58655 0.032 0.104 -0.082 -0.006
C 5.00188 -2.03340 -0.29378 0.031 0.004 -0.033 -0.022
C 4.48217 -3.31122 -0.15014 -0.012 -0.019 -0.003 -0.025
C 3.11275 -3.50197 -0.21783 0.034 0.086 -0.020 -0.050
C 2.24846 -2.42968 -0.44933 -0.199 0.199 -0.040 -0.219
P 0.49982 -2.77966 -0.15737 -0.042 -0.109 0.157 0.917
C 0.37089 -3.31084 1.53553 -0.102 -0.004 0.016 -0.288
C 0.14031 -2.35914 2.53088 -0.079 -0.071 0.001 -0.070
C 0.03769 -2.75572 3.85282 -0.010 -0.003 0.028 -0.047
C 0.18881 -4.09515 4.18788 0.045 -0.007 0.017 -0.034
C 0.45554 -5.04004 3.20664 0.033 0.008 -0.057 -0.038
C 0.54080 -4.65385 1.87821 0.028 0.019 0.028 -0.072
C -0.02501 -4.05800 -1.25242 -0.083 -0.002 -0.139 -0.299
C -1.14259 -4.83382 -0.91914 0.081 0.079 0.001 -0.065
C -1.57990 -5.80774 -1.79778 -0.037 0.002 -0.029 -0.040
C -0.92042 -5.99893 -3.00697 -0.026 0.032 0.022 -0.028
C 0.18366 -5.22509 -3.34304 0.008 -0.041 -0.023 -0.043
C 0.63367 -4.24863 -2.47192 -0.024 -0.069 0.095 -0.062
H 1.33073 -0.30226 -1.85780 0.213 -0.023 -0.186 0.114
H 2.56709 0.71674 -1.44838 -0.009 0.030 0.045 0.127
H 4.58039 0.01601 -0.75799 0.010 -0.020 -0.009 0.129
H 6.06668 -1.86295 -0.20917 -0.011 -0.014 -0.014 0.128
H 5.13882 -4.15175 0.02678 -0.014 0.005 0.013 0.127
H 2.70239 -4.49668 -0.09318 0.028 0.006 0.103 0.119
H 0.01687 -1.31349 2.27735 -0.054 0.021 -0.002 0.078
H -0.17205 -2.02745 4.62438 0.028 0.014 -0.013 0.119
H 0.10400 -4.40285 5.22163 0.002 0.002 -0.008 0.123
H 0.59453 -6.07911 3.47202 -0.037 0.001 0.010 0.122
H 0.73600 -5.39654 1.11467 -0.049 -0.017 0.010 0.113
H -1.65587 -4.67724 0.02203 0.000 -0.044 -0.006 0.119
H -2.43177 -6.42197 -1.53988 -0.012 0.019 -0.020 0.122
H -1.27608 -6.75565 -3.69346 0.043 -0.026 0.010 0.124
H 0.70321 -5.39693 -4.27579 -0.033 0.032 -0.018 0.121
H 1.50569 -3.65871 -2.72608 -0.007 -0.006 -0.009 0.111
O -3.35542 0.19372 -1.03925 -0.888 -1.932 0.606 -0.139
S -2.01727 0.06707 -0.61124 0.255 4.320 -0.953 0.722
O -1.05786 0.55349 -1.57413 -0.998 -0.822 -1.125 -0.317
O -1.68131 0.50452 0.75677 -0.330 -1.050 -0.104 -0.308
O -0.32814 -1.46302 -0.36602 0.663 0.383 0.536 -0.472
O -2.18052 3.69486 -2.62896 0.080 -0.236 0.307 -0.042
C -2.40682 4.88362 -1.87431 -0.044 -0.056 -0.007 -0.233
N -1.30371 5.76620 -2.05956 -0.042 0.011 -0.205 0.113
C -0.06517 5.71611 -1.51374 0.109 0.120 -0.045 -0.439
O 0.81248 6.49231 -1.81722 0.032 -0.030 -0.011 0.120
C 0.26452 4.72700 -0.41854 -0.018 0.146 0.117 -0.079
C 0.78445 5.27651 0.75258 -0.029 -0.024 0.005 0.056
C 1.24918 4.44119 1.74968 0.034 0.075 -0.071 0.002
C 1.20813 3.07958 1.53842 0.130 -0.281 0.202 -0.091
N 0.73788 2.55006 0.40339 -0.138 -0.836 -0.094 -0.060
C 0.26400 3.35613 -0.56821 0.041 -0.006 -0.076 -0.041
H -2.87247 3.04802 -2.43265 -0.030 0.241 -0.146 0.090
H -2.55273 4.66327 -0.81355 0.110 -0.074 0.028 0.131
H -3.28924 5.40888 -2.23702 -0.084 -0.053 0.011 0.138
H -1.37430 6.43850 -2.81111 0.045 0.008 0.009 0.167
H 0.83456 6.35288 0.85440 0.003 -0.006 0.000 0.147
H 1.66766 4.83192 2.66587 -0.045 -0.027 0.025 0.130
H 1.57075 2.38864 2.28793 -0.015 -0.027 -0.026 0.123
H -0.08363 2.90217 -1.48699 -0.119 -0.078 0.051 0.114
```
Positions in Å, forces in eV/Å.

***

4.
This record from the OMol25 dataset describes C25H24N3RuS2Te as an isolated structure. The level of theory is ωB97M-V/def2-TZVPD.

Computed properties:
* energy: -62304.344 eV
* multiplicity: 5
* total charge: +3
* HOMO (spin up / spin down): -0.561 / -0.577 Eh

```
56
Properties=species:S:1:pos:R:3:forces:R:3:lowdin_charge:R:1
Ru 1.87800 1.45428 1.16921 0.075 0.104 0.032 1.179
C 0.65166 0.18191 2.68077 -0.028 0.017 -0.054 -0.135
C 1.82938 0.59236 3.35976 0.063 0.032 0.004 -0.105
C 2.11304 1.95048 3.52229 -0.033 -0.037 0.024 -0.078
C 1.29329 2.89006 2.87109 0.011 -0.019 -0.005 -0.144
C 0.08599 2.48628 2.24171 -0.013 -0.021 -0.053 -0.118
C -0.26748 1.13215 2.21129 -0.003 0.025 0.040 -0.087
H 0.42847 -0.87246 2.59625 0.007 -0.001 0.005 0.125
H 2.49600 -0.15642 3.76559 0.004 0.011 0.010 0.134
H 2.99265 2.26905 4.06436 0.000 -0.001 0.002 0.135
H 1.54040 3.94214 2.91469 0.001 -0.001 -0.002 0.120
H -0.56258 3.23316 1.80413 -0.007 -0.005 0.004 0.125
H -1.19484 0.81749 1.75291 -0.005 0.002 0.005 0.132
Te -6.82548 -6.76457 -6.81946 -0.052 -0.054 -0.046 1.324
C -7.96232 -8.09213 -7.80565 0.007 -0.058 0.058 -1.057
C -9.33360 -8.30276 -7.59209 -0.013 0.019 -0.036 -0.190
C -9.84871 -9.28287 -8.43074 -0.010 0.030 -0.011 -0.118
C -8.88534 -9.81369 -9.27072 0.028 -0.051 0.047 -0.323
S -7.34911 -9.14473 -9.03450 -0.022 0.054 -0.061 1.015
H -9.91663 -7.75831 -6.86305 0.000 0.002 -0.001 0.119
H -10.88083 -9.59897 -8.43850 0.000 -0.001 -0.004 0.131
H -9.02401 -10.58428 -10.01514 -0.002 -0.003 0.002 0.100
N 4.59468 -1.06924 -0.76689 0.033 -0.026 0.083 0.100
C 3.65340 -2.02933 -0.48883 -0.039 0.016 -0.101 -0.041
C 2.63151 -1.37877 0.11934 0.024 0.001 0.058 -0.105
N 2.95496 -0.03732 0.22583 0.000 -0.032 -0.029 -0.116
C 4.15432 0.10983 -0.31888 -0.032 0.016 -0.040 -0.153
H 5.48302 -1.22519 -1.21859 0.005 -0.003 0.013 0.179
H 3.78668 -3.06339 -0.75122 -0.005 0.001 -0.009 0.135
H 1.69744 -1.77267 0.47685 0.004 -0.002 0.011 0.108
H 4.70182 1.03356 -0.39152 0.003 -0.002 0.002 0.132
N 2.55724 2.77365 -0.18385 0.024 -0.039 0.046 -0.447
S 2.70455 4.37553 0.11299 -0.024 0.041 0.000 1.089
C 1.17285 5.17005 -0.33143 0.006 -0.019 0.008 -0.432
C 0.15650 4.47664 -0.96895 -0.006 0.004 -0.010 -0.102
C -1.01772 5.15210 -1.27650 0.003 -0.005 -0.001 -0.052
C -1.15800 6.49234 -0.94458 0.002 0.002 0.001 -0.038
C -0.13047 7.17028 -0.29886 -0.004 0.003 0.000 -0.037
C 1.04477 6.50919 0.01841 0.006 0.000 0.005 -0.068
C 3.83487 4.97280 -1.10728 0.001 -0.011 -0.004 -0.412
C 5.14512 5.17638 -0.68931 0.001 0.003 0.002 -0.077
C 6.07850 5.61213 -1.61739 -0.002 -0.002 0.002 -0.043
C 5.69354 5.83630 -2.93220 -0.002 0.002 -0.002 -0.031
C 4.37699 5.63344 -3.33293 0.002 -0.001 0.003 -0.039
C 3.43123 5.20235 -2.41851 0.001 0.001 0.000 -0.060
H 2.51330 2.56859 -1.17883 -0.002 0.001 -0.001 0.039
H 0.27310 3.43122 -1.22510 -0.001 0.001 0.003 0.099
H -1.81959 4.63157 -1.78231 -0.002 0.002 0.000 0.118
H -2.07332 7.01389 -1.18900 -0.001 0.000 0.000 0.122
H -0.24506 8.21393 -0.04037 -0.001 0.000 0.000 0.124
H 1.85062 7.03319 0.51937 -0.001 0.001 0.001 0.124
H 5.42753 5.01308 0.34333 0.000 0.000 0.001 0.114
H 7.10006 5.78936 -1.31085 0.000 0.000 0.000 0.123
H 6.42242 6.18630 -3.65070 0.000 0.000 0.000 0.124
H 4.08541 5.82721 -4.35596 0.000 0.000 0.000 0.122
H 2.39778 5.07358 -2.71519 0.000 0.001 0.000 0.117
```
Positions in Å, forces in eV/Å.

***

Question: Which value of energy does entry 2 give?
Answer: -41577.985 eV